9
Properties=species:S:1:pos:R:3:forces:R:3:mulliken_spin:R:1 method="wB97M-V/def2-TZVPD" homo_energy_ev="-6.5 / -10.6" orbital_gap_ev="7.4 / 9.2" relative_energy_ev=0.000 spin_multiplicity=3 fmax_ha_per_bohr=0.0773 lumo_ev="0.93 / -1.40"
C -1.211 -0.811 0.023 1.00 2.07 0.26 0.850
C -0.205 0.449 -0.021 -0.10 -1.21 -0.03 0.811
C 1.301 0.260 0.063 -2.20 0.19 -3.31 -0.032
Cl -0.902 1.977 -0.033 -0.08 0.31 -0.06 0.117
Br -3.016 -0.617 0.097 -0.52 0.34 0.12 0.126
H -0.955 -1.802 -0.209 0.88 -0.87 -0.39 0.032
H 1.361 -0.784 -0.025 0.86 -1.54 0.35 0.006
H 1.727 0.657 0.901 1.05 0.82 2.60 0.043
H 1.900 0.671 -0.797 -0.88 -0.12 0.45 0.048

---

10
Properties=species:S:1:pos:R:3:forces:R:3:mulliken_charge:R:1 method="wB97M-V/def2-TZVPD" homo_energy_ev=-9.8 orbital_gap_ev=10.4 relative_energy_ev=1.694 fmax_ha_per_bohr=0.1188 lumo_ev=0.61
C -1.514 -1.473 0.386 -1.19 -0.83 0.41 0.113
C 1.358 0.606 -0.822 1.40 -0.22 2.43 -0.629
C 1.168 -0.559 -0.244 -1.26 -1.31 -0.07 -0.087
O -2.415 -1.907 0.915 0.59 0.31 -0.28 -0.153
Cl 1.613 -1.067 1.415 0.02 0.61 -1.34 -0.161
Br -1.454 1.513 1.047 2.60 -1.76 5.20 -0.194
H -2.012 1.963 0.006 -2.71 2.18 -5.03 0.189
H 1.956 1.352 -0.321 0.05 0.27 -0.09 0.252
H 0.849 0.853 -1.689 -0.65 0.24 -1.73 0.326
H 0.452 -1.281 -0.693 1.16 0.52 0.49 0.346